# C4H8NO2

A molecular structure, C4H8NO2 (the ωB97M-V functional and the def2-TZVPD basis, the Open Molecules 2025 dataset).

Properties
* E_HOMO: -14.97 eV
* total energy: -362.1464 Ha
* orbital gap: 9.99 eV
* energy above the lowest of the compared OMol25 structures with the same formula, charge and spin: 176.2 kJ/mol

```
! wB97M-V def2-TZVPD RIJCOSX def2/J DEFGRID3
* xyz 1 1
C -1.471 1.448 0.106
C -0.568 0.686 -0.504
C 1.896 0.039 -0.743
C 0.662 0.198 0.153
N 0.150 -1.613 0.327
O 2.965 0.309 -0.287
O 0.929 0.608 1.362
H -2.356 1.774 -0.412
H -1.347 1.776 1.124
H -0.696 0.375 -1.531
H 1.716 -0.285 -1.775
H 0.964 -2.222 0.416
H -0.433 -1.904 -0.453
H -0.383 -1.634 1.196
H 1.894 0.585 1.537
*
```

Löwdin atomic charge list, values in e, 4 entries: 0.120, -0.107, -0.147, -0.376



# C5H8N2

C5H8N2 in the gas phase (the ωB97M-V functional and the def2-TZVPD basis, the Open Molecules 2025 dataset).

Properties
* E_HOMO (spin up / spin down): -7.02 / -7.02 eV
* total energy: -304.6454 Ha
* orbital gap (spin up / spin down): 7.78 / 7.77 eV
* energy above the lowest of the compared OMol25 structures with the same formula, charge and spin: 499.2 kJ/mol

```
! wB97M-V def2-TZVPD RIJCOSX def2/J DEFGRID3
* xyz 0 1
C -1.674 0.262 1.179
C -0.482 -0.138 0.358
C 0.757 0.698 -0.012
C 1.260 0.866 -1.425
N 0.456 0.254 -2.266
C 1.543 -0.484 0.537
N 0.378 -1.113 0.789
H -1.393 0.673 2.163
H -2.271 1.021 0.663
H -2.326 -0.603 1.358
H 0.832 1.624 0.570
H -0.395 -0.227 -1.957
H 0.710 0.183 -3.243
H 2.413 -0.982 0.110
H 0.193 -2.034 1.177
*
```

Löwdin atomic charge list, values in e, 4 entries: -0.077, -0.308, -0.308, -0.094



# C28H38NO5P

2 unconnected molecules or ions with the total composition C28H38NO5P (the ωB97M-V functional and the def2-TZVPD basis, the Open Molecules 2025 dataset).

Properties
* E_HOMO: -6.14 eV
* total energy: -1862.0224 Ha
* orbital gap: 3.61 eV
* energy above the lowest of the compared OMol25 structures with the same formula, charge and spin: 15.4 kJ/mol

```
! wB97M-V def2-TZVPD RIJCOSX def2/J DEFGRID3
* xyz 0 1
C 3.148 2.942 2.626
C 1.937 2.288 2.000
O 2.158 0.853 2.159
P 0.937 -0.182 2.039
C -0.279 0.738 2.902
C -1.644 0.341 3.045
O -2.250 0.187 4.104
O -2.239 0.188 1.816
C -3.617 -0.232 1.827
C -3.776 -1.353 0.855
O 0.552 -0.624 0.679
O 1.549 -1.412 2.910
C 1.340 -2.748 2.375
C 2.339 -3.734 2.924
H 3.067 4.026 2.532
H 3.201 2.668 3.686
H 4.053 2.580 2.127
H 1.007 2.604 2.503
H 1.844 2.536 0.931
H 0.096 1.290 3.765
H -3.843 -0.515 2.852
H -4.237 0.631 1.573
H -4.707 -1.289 0.301
H -2.954 -1.383 0.141
H -3.790 -2.281 1.422
H 0.321 -3.085 2.613
H 1.451 -2.716 1.281
H 2.055 -4.720 2.546
H 3.348 -3.511 2.568
H 2.343 -3.744 4.016
C -0.451 3.721 -3.372
C 0.779 3.288 -2.575
C 2.029 3.675 -3.362
C 0.803 3.959 -1.208
C 0.701 1.779 -2.412
N 1.408 0.961 -3.225
C 1.022 -0.363 -3.063
C 0.016 -0.386 -2.085
C -0.677 -1.564 -1.839
C -0.391 -2.692 -2.607
C 0.619 -2.652 -3.581
C 1.328 -1.472 -3.839
C -0.188 0.988 -1.624
C -1.179 1.333 -0.656
C -2.557 1.314 -1.046
C -2.992 0.619 -2.219
C -4.332 0.403 -2.496
C -5.325 0.914 -1.655
C -6.756 0.610 -1.956
C -4.944 1.755 -0.592
C -3.600 1.935 -0.281
H -1.383 3.490 -2.843
H -0.400 4.802 -3.540
H -0.465 3.220 -4.349
H 2.948 3.327 -2.880
H 1.994 3.295 -4.388
H 2.072 4.767 -3.428
H 1.716 3.677 -0.667
H 0.795 5.051 -1.331
H -0.066 3.667 -0.607
H 2.113 1.251 -3.894
H -1.373 -1.609 -1.007
H -0.988 -3.594 -2.475
H 0.844 -3.552 -4.145
H 2.119 -1.396 -4.580
H -0.909 1.604 0.363
H -2.242 0.199 -2.888
H -4.622 -0.170 -3.383
H -7.404 0.941 -1.135
H -7.079 1.091 -2.894
H -6.864 -0.475 -2.098
H -5.720 2.244 0.014
H -3.282 2.525 0.593
*
```

Löwdin atomic charge list, values in e, 4 entries: -0.081, -0.286, -0.229, 0.488



# C6H8O6Rb

A molecular structure, C6H8O6Rb (the ωB97M-V functional and the def2-TZVPD basis, the Open Molecules 2025 dataset).

Properties
* E_HOMO: -6.65 eV
* total energy: -708.7514 Ha
* orbital gap: 4.89 eV
* energy above the lowest of the compared OMol25 structures with the same formula, charge and spin: 351.0 kJ/mol
* ⟨S²⟩: 0.79

```
! wB97M-V def2-TZVPD RIJCOSX def2/J DEFGRID3
* xyz 0 2
O -3.772 2.263 1.065
C -3.068 1.251 1.310
O -3.562 0.122 1.554
O -1.744 1.390 1.141
C -0.941 0.212 1.106
C 0.466 0.596 0.692
C 1.377 -0.625 0.673
C 2.610 -0.482 -0.178
O 3.265 0.605 -0.143
H -1.373 -0.504 0.393
H -0.941 -0.258 2.100
H 0.860 1.351 1.389
H 0.441 1.061 -0.304
H 0.851 -1.516 0.288
H 1.705 -0.902 1.689
H 3.278 -1.369 -0.093
Rb -7.963 1.617 2.074
H 2.438 -0.986 -1.954
O 2.398 -1.481 -3.186
O 1.699 -1.333 -5.358
C 1.978 -1.015 -4.255
*
```

Löwdin atomic charge list, values in e, 4 entries: -0.088, -0.836, -0.078, -0.016



Question: Which of these has the lowest energy above the lowest of the compared OMol25 structures with the same formula, charge and spin?
Answer: C28H38NO5P